Density functional theory data (the ωB97M-V functional and the def2-TZVPD basis) for C3H9NOS2 in the gas phase.

Positions of all 16 atoms, in Å:
C 0.91 1.52 0.87
C -0.47 1.23 0.26
S -0.20 0.28 -1.26
N 0.66 1.24 -2.09
O -1.44 -0.32 -1.67
S 1.01 -1.56 -0.45
C -0.30 -2.83 -0.36
H 1.45 0.64 0.91
H 1.26 2.20 0.13
H 0.95 1.76 1.89
H -1.19 2.04 -0.06
H -0.93 0.62 1.01
H 1.20 0.89 -2.79
H -0.64 -2.92 0.58
H 0.08 -3.76 -0.49
H -1.10 -2.47 -1.14

The multiplicity is 1. As for the HOMO-LUMO gap: 0.340 Eh. Its SMILES is CC[S@](=N)(=O)SC. The calculation puts the LUMO energy at 0.0 eV. As for the energy relative to the best compared isomer or geometry (same formula, charge and spin): 3.3489 eV.

Density functional theory data (the ωB97M-V functional and the def2-TZVPD basis) for C9H12N2OS in the gas phase.

Positions of all 25 atoms, in Å:
O -2.65 -0.33 -4.85
N 1.30 1.26 0.15
S -1.67 -0.76 -3.84
C -1.86 -0.27 -2.26
C 1.30 1.41 -1.17
C 0.33 0.54 0.73
C 0.21 0.98 -1.97
C -0.73 0.02 -0.03
C -0.78 0.19 -1.41
N -3.18 -0.18 -1.79
C 2.51 -1.00 2.06
C 0.35 0.37 2.24
C 1.07 -0.92 2.62
H 2.04 2.06 -1.61
H 0.22 1.23 -3.04
H -1.53 -0.50 0.48
H -3.97 -0.33 -2.42
H -3.33 0.41 -0.99
H 2.54 -1.15 1.00
H 3.06 -1.86 2.48
H 3.03 -0.06 2.31
H 0.80 1.21 2.74
H -0.66 0.34 2.63
H 0.44 -1.73 2.22
H 1.16 -0.95 3.71

The multiplicity is 1. As for the HOMO-LUMO gap: 0.271 Eh. The calculation puts the LUMO energy at -0.7 eV. As for the energy relative to the best compared isomer or geometry (same formula, charge and spin): 1.5726 eV.

Density functional theory data (the ωB97M-V functional and the def2-TZVPD basis) for C17H22O2 in the gas phase.

Positions of all 41 atoms, in Å:
C -5.84 -0.26 0.57
C -4.97 -0.49 -0.67
C -3.57 0.01 -0.42
C -3.23 1.34 -0.68
C -1.96 1.82 -0.44
C -0.98 0.98 0.09
C -1.32 -0.35 0.39
C -2.60 -0.81 0.12
C -0.33 -1.22 1.04
O -0.48 -2.41 1.20
C 0.88 -0.47 1.55
C 1.33 0.59 0.54
C 2.46 1.46 1.08
C 3.79 0.71 1.17
C 4.17 0.13 -0.19
C 3.08 -0.80 -0.71
C 3.45 -1.36 -2.08
C 1.75 -0.04 -0.80
O 0.25 1.50 0.28
H -5.43 -0.78 1.43
H -5.88 0.80 0.81
H -6.85 -0.62 0.39
H -4.94 -1.55 -0.90
H -5.40 0.04 -1.52
H -3.98 2.00 -1.10
H -1.70 2.84 -0.66
H -2.82 -1.85 0.35
H 1.68 -1.17 1.77
H 0.59 0.03 2.48
H 2.18 1.85 2.06
H 2.57 2.32 0.41
H 3.71 -0.09 1.90
H 4.56 1.40 1.51
H 5.11 -0.41 -0.11
H 4.32 0.95 -0.90
H 2.96 -1.64 -0.02
H 4.38 -1.91 -2.03
H 3.57 -0.56 -2.81
H 2.67 -2.04 -2.44
H 0.96 -0.71 -1.15
H 1.85 0.77 -1.53

The multiplicity is 1. As for the HOMO-LUMO gap: 0.326 Eh. Its SMILES is CCc1ccc2c(c1)C(=O)C[C@]1(CCC[C@H](C)C1)O2. The calculation puts the LUMO energy at 0.4 eV. As for the energy relative to the best compared isomer or geometry (same formula, charge and spin): 0.0000 eV.

Density functional theory data (the ωB97M-V functional and the def2-TZVPD basis) for a molecular structure, C26H46AsMoO3PS5Si3.

Positions of all 86 atoms, in Å:
Mo -0.48 -0.11 -0.08
C -2.41 1.35 -5.35
C -1.69 0.07 -4.98
O -1.02 0.32 -3.71
P -0.03 -0.63 -2.96
S 1.14 0.52 -1.79
S -1.00 -1.89 -1.71
O 0.72 -1.36 -4.12
C 1.82 -2.28 -3.84
C 3.10 -1.72 -4.41
H -2.95 1.20 -6.28
H -1.69 2.16 -5.48
H -3.12 1.62 -4.57
H -0.94 -0.21 -5.71
H -2.39 -0.75 -4.83
H 1.54 -3.23 -4.29
H 1.90 -2.42 -2.76
H 2.99 -1.54 -5.48
H 3.90 -2.44 -4.26
H 3.36 -0.79 -3.92
O -1.18 1.59 0.50
C -1.56 2.87 0.02
C -2.78 2.67 -0.88
C -3.46 3.57 -1.64
C -4.56 2.99 -2.32
C -4.70 1.66 -2.07
S -3.51 1.11 -0.97
C -1.94 3.72 1.21
C -1.87 5.07 1.37
C -2.45 5.51 2.60
C -2.95 4.48 3.33
S -2.72 2.97 2.55
C -0.42 3.49 -0.76
C -0.29 3.68 -2.11
C 1.00 4.15 -2.48
C 1.83 4.29 -1.41
S 1.04 3.88 0.06
H -3.18 4.62 -1.70
H -5.23 3.54 -2.97
H -5.46 0.99 -2.43
H -1.42 5.73 0.64
H -2.48 6.54 2.92
H -3.42 4.52 4.30
H -1.08 3.47 -2.81
H 1.29 4.37 -3.50
H 2.84 4.64 -1.40
C 1.83 -4.32 -0.49
Si 0.96 -4.06 1.14
C 1.88 -4.83 2.55
C -0.81 -4.63 1.07
As 0.90 -1.72 1.51
Si 3.03 -0.83 2.05
C 3.51 -1.43 3.75
C 2.87 1.02 1.98
C 4.19 -1.46 0.74
Si -0.63 -1.24 3.25
C -0.64 -2.59 4.52
C -2.26 -1.13 2.33
C -0.19 0.41 3.98
H 2.38 -5.27 -0.48
H 2.54 -3.52 -0.70
H 1.10 -4.36 -1.30
H 1.97 -5.91 2.39
H 1.36 -4.68 3.50
H 2.89 -4.43 2.64
H -0.86 -5.63 0.64
H -1.42 -3.97 0.45
H -1.25 -4.67 2.07
H 2.66 -1.40 4.44
H 4.29 -0.78 4.16
H 3.90 -2.44 3.72
H 2.48 1.42 2.92
H 2.22 1.35 1.17
H 3.85 1.46 1.82
H 4.32 -2.55 0.80
H 5.17 -1.00 0.87
H 3.82 -1.21 -0.26
H -1.00 -3.53 4.10
H -1.30 -2.33 5.35
H 0.36 -2.75 4.93
H -2.45 -2.02 1.73
H -2.32 -0.23 1.70
H -3.09 -1.02 3.03
H 0.73 0.37 4.57
H -0.99 0.75 4.64
H -0.07 1.17 3.20

The multiplicity is 4. As for the HOMO-LUMO gap (alpha / beta): 0.261 / 0.276 Eh. The calculation puts the LUMO energy (alpha / beta) at -3.1 / -3.1 eV. As for the energy relative to the best compared isomer or geometry (same formula, charge and spin): 0.0000 eV. The net charge is +1.

Density functional theory data (the ωB97M-V functional and the def2-TZVPD basis) for 2 unconnected molecules or ions with the total composition C3H7NO5.

Positions of all 16 atoms, in Å:
N 2.32 -0.76 1.56
O 2.05 -1.87 1.21
C -2.16 -0.71 1.05
O -1.32 -0.92 -0.13
C -0.52 0.05 -0.45
O 0.36 -0.18 -1.38
C 1.14 0.98 -1.79
O 0.42 0.30 1.21
O 1.69 0.30 0.74
H -3.16 -1.05 0.79
H -1.74 -1.32 1.86
H -2.16 0.35 1.35
H -0.85 1.10 -0.29
H 0.85 1.20 -2.82
H 0.89 1.83 -1.16
H 2.20 0.71 -1.75

The multiplicity is 1. As for the HOMO-LUMO gap: 0.314 Eh. The calculation puts the LUMO energy at 0.0 eV. As for the energy relative to the best compared isomer or geometry (same formula, charge and spin): 8.7451 eV.

Density functional theory data (the ωB97M-V functional and the def2-TZVPD basis) for a molecular structure, C40H37BBr4Cl5N10O4PbS.

Positions of all 103 atoms, in Å:
Pb 0.48 0.33 -0.28
C -4.88 1.08 0.04
C -3.50 1.43 0.59
C -3.61 2.52 1.66
C -2.84 0.23 1.20
C -3.44 -0.90 1.77
C -2.40 -1.62 2.31
N -1.26 -0.95 2.07
N -1.52 0.16 1.39
B 0.12 -1.34 2.59
N 0.92 -2.24 1.62
C 1.20 -3.52 1.89
C 1.93 -4.03 0.84
C 2.06 -2.97 -0.06
N 1.44 -1.90 0.44
C 2.90 -3.07 -1.30
C 2.36 -2.34 -2.53
C 4.33 -2.57 -1.01
N 0.90 -0.06 2.88
C 1.33 0.28 4.10
C 1.93 1.52 4.03
C 1.83 1.88 2.68
N 1.19 0.91 2.01
C 2.34 3.14 2.07
C 3.82 3.34 2.43
C 1.53 4.33 2.58
H -5.28 1.94 -0.51
H -5.56 0.83 0.84
H -4.80 0.24 -0.64
H -2.86 1.79 -0.22
H -4.23 2.17 2.49
H -4.08 3.41 1.25
H -2.63 2.78 2.05
H -4.48 -1.16 1.77
H -2.40 -2.53 2.87
H -0.02 -1.94 3.61
H 0.87 -3.99 2.79
H 2.32 -5.02 0.74
H 2.97 -4.14 -1.52
H 2.04 -1.34 -2.26
H 1.52 -2.87 -2.95
H 3.14 -2.28 -3.29
H 4.37 -1.50 -1.09
H 5.02 -3.00 -1.74
H 4.66 -2.86 -0.02
H 1.18 -0.37 4.94
H 2.39 2.06 4.83
H 2.24 3.05 0.98
H 3.91 3.50 3.51
H 4.21 4.22 1.92
H 4.41 2.47 2.17
H 1.69 4.44 3.65
H 0.47 4.18 2.40
H 1.85 5.25 2.09
Br -3.22 -7.33 -1.62
C -2.49 -5.61 -1.70
C -2.23 -5.01 -2.96
Br -2.72 -5.96 -4.50
C -1.62 -3.80 -3.07
Br -1.21 -3.10 -4.75
C -1.18 -3.04 -1.90
O -0.48 -2.05 -1.97
C -1.57 -3.62 -0.56
O -1.32 -3.05 0.49
C -2.18 -4.93 -0.56
Br -2.49 -5.65 1.15
N -5.79 3.65 -6.16
C -4.92 2.84 -5.44
C -3.57 2.74 -5.81
C -2.73 1.88 -5.14
C -3.22 1.12 -4.10
C -4.55 1.18 -3.74
C -5.40 2.04 -4.41
S -2.11 0.05 -3.19
O -2.91 -1.00 -2.62
O -1.07 -0.33 -4.12
N -1.43 0.88 -1.98
C -1.22 2.17 -1.95
N -1.80 3.02 -2.82
C -1.55 4.30 -2.69
C -0.73 4.83 -1.71
C -0.15 3.90 -0.86
N -0.37 2.61 -0.97
H -5.36 4.41 -6.67
H -6.64 3.90 -5.69
H -3.20 3.35 -6.63
H -1.69 1.79 -5.41
H -4.89 0.55 -2.94
H -6.45 2.08 -4.15
H -2.04 4.94 -3.43
H -0.54 5.89 -1.62
H 0.53 4.20 -0.08
Cl 3.93 0.29 0.85
C 3.87 0.85 -0.77
C 2.64 1.00 -1.40
C 2.67 1.40 -2.73
Cl 1.18 1.51 -3.62
C 3.86 1.67 -3.40
Cl 3.85 2.18 -5.04
C 5.07 1.50 -2.75
Cl 6.55 1.79 -3.57
C 5.08 1.07 -1.42
Cl 6.58 0.80 -0.62

The multiplicity is 1. As for the HOMO-LUMO gap: 0.157 Eh. The calculation puts the LUMO energy at -0.1 eV. As for the energy relative to the best compared isomer or geometry (same formula, charge and spin): 2.9641 eV. The net charge is -1.

Density functional theory data (the ωB97M-V functional and the def2-TZVPD basis) for 2 unconnected molecules or ions with the total composition C2.

Positions of all 2 atoms, in Å:
C 0.06 1.00 0.43
C -0.06 -1.00 -0.43

The multiplicity is 1. As for the HOMO-LUMO gap: 0.230 Eh. The calculation puts the LUMO energy at -2.5 eV. As for the energy relative to the best compared isomer or geometry (same formula, charge and spin): 4.9376 eV.

Density functional theory data (the ωB97M-V functional and the def2-TZVPD basis) for 9 unconnected molecules or ions with the total composition C19H56N6O9.

Positions of all 90 atoms, in Å:
N 1.02 -0.37 -5.26
C 1.00 -1.63 -5.10
N 1.03 -1.88 -3.79
O 0.71 -2.56 -6.06
H 1.13 -0.06 -6.29
H 1.53 0.24 -4.54
H 0.60 -2.79 -3.54
H 1.75 -1.47 -3.12
N -1.02 1.26 -4.25
C -1.60 0.71 -3.20
N -1.02 -0.41 -2.90
O -2.69 1.19 -2.53
H -1.36 2.09 -4.59
H -0.26 0.73 -4.79
H -1.41 -0.96 -2.17
H -0.17 -0.91 -3.43
N 0.50 -0.15 -0.73
C 1.77 -0.39 -0.76
N 2.43 -0.23 0.37
O 2.42 -0.89 -1.88
H -0.04 -0.22 -1.57
H 0.06 0.17 0.11
H 3.42 -0.17 0.36
H 1.96 -0.05 1.25
C -2.18 -1.59 -0.06
C -1.36 -2.61 0.73
C -2.17 -3.91 1.01
O -0.24 -2.73 0.23
H -3.12 -1.54 0.44
H -2.34 -1.85 -1.09
H -1.75 -0.63 -0.01
H -1.18 -2.04 1.64
H -2.08 -4.74 0.34
H -3.19 -3.65 1.35
H -1.66 -4.26 1.82
H 0.07 -1.88 -0.07
C 2.44 -3.60 -0.34
C 1.97 -4.95 0.19
C 3.18 -5.60 0.94
O 1.00 -4.96 1.02
H 3.38 -3.70 -0.88
H 2.52 -2.80 0.36
H 1.78 -3.24 -1.06
H 1.70 -5.65 -0.63
H 2.90 -6.61 1.25
H 3.59 -5.16 1.83
H 3.99 -5.55 0.18
H 0.53 -4.18 0.86
C 0.22 1.45 4.37
C 1.03 0.83 3.23
C 1.31 -0.66 3.48
O 0.51 0.95 2.14
H -0.75 0.99 4.30
H 0.15 2.56 4.35
H 0.74 1.29 5.32
H 1.96 1.32 3.09
H 2.20 -0.86 4.16
H 1.59 -1.34 2.69
H 0.44 -0.97 4.03
H 0.24 1.88 2.06
C -3.32 1.99 3.85
C -3.78 1.76 2.49
C -2.65 1.42 1.62
O -4.76 1.10 2.30
H -2.86 1.06 4.10
H -4.11 2.15 4.55
H -2.49 2.68 4.00
H -4.04 2.79 2.34
H -2.95 1.13 0.56
H -2.04 0.62 2.00
H -1.95 2.29 1.55
H -5.45 1.58 2.73
C 0.32 5.55 0.03
C -0.46 4.38 0.51
C -0.29 3.33 -0.56
O 0.05 3.76 1.51
H 1.26 5.30 -0.42
H 0.41 6.34 0.78
H -0.11 6.08 -0.77
H -1.52 4.65 0.62
H 0.79 2.98 -0.59
H -0.58 3.66 -1.50
H -0.95 2.56 -0.39
H 0.14 4.27 2.31
C 2.19 2.84 -3.10
O 1.89 1.48 -3.28
H 2.98 3.01 -3.86
H 2.61 2.98 -2.12
H 1.39 3.63 -3.31
H 1.05 1.32 -2.83

The multiplicity is 1. As for the HOMO-LUMO gap: 0.338 Eh. Its SMILES is NC(N)=O.NC(N)=O.NC(N)=O.CC(C)O.CC(C)O.CC(C)O.CC(C)O.CC(C)O.CO. The calculation puts the LUMO energy at 0.1 eV. As for the energy relative to the best compared isomer or geometry (same formula, charge and spin): 9.3712 eV.

Density functional theory data (the ωB97M-V functional and the def2-TZVPD basis) for a molecular structure, C38H37AuN2OP2S3.

Positions of all 84 atoms, in Å:
Au -0.48 -0.31 0.10
S -1.05 -2.76 0.31
P -0.60 -2.51 2.27
S 0.40 -0.75 2.32
C 0.42 -3.82 2.91
C 1.38 -3.53 3.88
C 2.13 -4.55 4.42
C 1.93 -5.86 4.01
C 0.97 -6.16 3.05
C 0.21 -5.14 2.49
C -2.09 -2.44 3.26
C -2.87 -3.60 3.35
C -3.96 -3.62 4.20
C -4.28 -2.50 4.96
C -3.52 -1.34 4.84
C -2.42 -1.31 4.00
H 1.54 -2.51 4.21
H 2.88 -4.33 5.18
H 2.53 -6.66 4.43
H 0.81 -7.18 2.73
H -0.53 -5.37 1.73
H -2.63 -4.48 2.75
H -4.56 -4.52 4.28
H -5.12 -2.53 5.64
H -3.78 -0.46 5.43
H -1.82 -0.41 3.91
N -2.17 -1.78 -3.43
C -1.88 -0.59 -2.94
S -2.49 -0.20 -1.33
N -1.23 0.32 -3.63
C -0.68 0.29 -4.96
C -1.18 -0.50 -5.98
C -0.61 -0.43 -7.24
C 0.46 0.41 -7.49
C 0.95 1.22 -6.46
C 0.38 1.16 -5.20
H -2.64 -2.44 -2.83
H -1.82 -2.10 -4.32
H -1.06 1.18 -3.12
H -2.06 -1.12 -5.84
H -1.01 -1.04 -8.04
H 0.90 0.46 -8.47
H 1.77 1.90 -6.65
H 0.75 1.79 -4.40
C 1.95 -1.31 -2.59
O 0.70 -1.55 -1.91
H 2.06 -1.98 -3.44
H 2.80 -1.43 -1.92
H 1.92 -0.29 -2.96
H 0.70 -2.46 -1.58
C -1.39 4.12 3.89
C -0.08 4.37 3.50
C 0.49 3.64 2.47
C -0.26 2.65 1.83
C -1.58 2.40 2.22
C -2.14 3.14 3.25
P 0.39 1.86 0.36
C 0.05 3.00 -1.00
C 0.97 4.01 -1.30
C 0.67 4.93 -2.29
C -0.53 4.85 -2.98
C -1.46 3.87 -2.66
C -1.17 2.95 -1.67
C 2.16 1.65 0.48
C 2.90 1.52 -0.70
C 4.24 1.17 -0.64
C 4.84 0.95 0.59
C 4.12 1.08 1.76
C 2.77 1.42 1.72
H -1.83 4.70 4.69
H 0.50 5.14 4.00
H 1.51 3.85 2.15
H -2.16 1.64 1.71
H -3.16 2.96 3.55
H 1.91 4.08 -0.76
H 1.37 5.72 -2.51
H -0.75 5.57 -3.77
H -2.41 3.83 -3.18
H -1.91 2.21 -1.38
H 2.42 1.69 -1.66
H 4.81 1.06 -1.56
H 5.89 0.66 0.63
H 4.60 0.91 2.72
H 2.21 1.52 2.63

The multiplicity is 1. As for the HOMO-LUMO gap: 0.233 Eh. The calculation puts the LUMO energy at -7.4 eV. As for the energy relative to the best compared isomer or geometry (same formula, charge and spin): 0.0000 eV. The net charge is +2.

Density functional theory data (the ωB97M-V functional and the def2-TZVPD basis) for 2 unconnected molecules or ions with the total composition C5H10N2.

Positions of all 17 atoms, in Å:
H -1.39 2.29 -1.25
N -0.50 1.94 -0.87
C 0.43 2.77 -1.20
N 1.65 2.67 -0.61
H 0.43 3.44 -2.07
H 2.39 3.24 -0.99
H 1.84 1.87 -0.09
C -1.25 -1.64 2.42
C -0.61 -2.28 1.39
C -0.26 -1.65 0.08
C 0.31 -2.36 -0.94
H -1.31 -0.56 2.46
H -1.77 -2.23 3.20
H -0.33 -3.33 1.51
H -0.55 -0.61 -0.10
H 0.45 -2.00 -1.95
H 0.53 -3.40 -0.76

The multiplicity is 1. As for the HOMO-LUMO gap: 0.344 Eh. Its SMILES is [H]/N=C/N.C=CC=C. The calculation puts the LUMO energy at 0.9 eV. As for the energy relative to the best compared isomer or geometry (same formula, charge and spin): 1.8934 eV.

Density functional theory data (the ωB97M-V functional and the def2-TZVPD basis) for 2 unconnected molecules or ions with the total composition CH4NOS.

Positions of all 8 atoms, in Å:
C -0.02 -0.74 -0.55
N -0.53 -0.08 0.63
O 0.67 2.25 0.42
S -0.39 -0.60 2.12
H -0.86 -1.25 -1.15
H 0.40 0.05 -1.22
H 0.87 -1.42 -0.35
H -0.13 1.80 0.09

The multiplicity is 1. As for the HOMO-LUMO gap (alpha / beta): 0.204 / 0.203 Eh. The calculation puts the LUMO energy (alpha / beta) at 3.0 / 3.0 eV. As for the energy relative to the best compared isomer or geometry (same formula, charge and spin): 4.6937 eV. The net charge is -1.